[1]
This record from the Open Molecules 2025 dataset describes a 2-piece molecular cluster, C26H26N6O9 overall in a non-equilibrium geometry. The level of theory is ωB97M-V/def2-TZVPD.

```
67
Properties=species:S:1:pos:R:3:nbo_charge:R:1
H -1.648 1.851 -0.784 0.233
H 1.994 -0.326 -3.590 0.254
H -4.889 -4.770 -1.512 0.237
O -2.820 -2.822 -3.916 -0.567
C -3.895 -4.578 -1.115 -0.175
O -0.073 -4.142 -3.167 -0.592
N -2.118 -4.751 2.174 0.489
C -0.655 4.226 0.896 0.660
C -2.374 -4.560 0.796 0.089
N -0.607 3.814 2.166 -0.617
N 0.237 -2.310 -1.878 -0.615
H 4.515 -1.696 -0.772 0.436
C 0.086 1.087 0.249 -0.134
H -2.509 4.275 2.918 0.211
C 1.615 -2.071 -2.326 -0.146
O -3.986 -4.752 -4.037 -0.663
H -3.145 -0.006 -0.099 0.221
H 2.075 6.060 0.533 0.400
N 3.561 -1.499 -1.043 -0.632
H 0.081 -1.825 2.105 0.226
C -3.208 -3.854 -3.392 0.770
O -0.942 -4.860 2.541 -0.366
H -1.484 3.305 4.005 0.207
O -3.082 -4.780 2.947 -0.366
H 3.943 5.254 3.389 0.246
C -1.357 -4.128 -0.075 -0.167
H 3.116 6.676 2.713 0.229
H 0.315 3.653 2.561 0.432
H -4.053 -4.407 -4.940 0.505
C -1.777 3.467 2.967 -0.412
C -0.476 -3.434 -2.254 0.675
H 0.355 5.279 -0.605 0.236
H -2.312 -1.813 1.374 0.215
C -0.293 -1.042 1.461 -0.287
H 0.557 3.224 -1.537 0.227
H 2.485 -0.245 1.893 0.415
N 1.868 0.297 1.304 -0.552
C 2.684 -2.499 -1.313 0.665
H 3.220 1.949 0.791 0.228
N 1.745 5.189 0.914 -0.607
C -1.260 1.044 -0.176 -0.196
C -2.110 -0.007 0.215 -0.242
O 2.132 3.770 2.644 -0.658
C 1.915 -0.581 -2.530 -0.508
C 3.506 5.684 2.488 -0.707
O 4.055 0.467 -1.991 -0.579
C -1.635 -1.037 1.045 -0.232
H 2.195 3.558 -1.011 0.229
H -0.346 -3.975 0.302 0.264
H -2.230 2.557 2.569 0.207
C 1.187 3.341 -0.655 -0.435
O 2.775 -3.573 -0.743 -0.560
C 3.254 -0.433 -1.828 0.690
C -2.887 -4.107 -1.972 -0.079
C 1.192 2.023 0.056 -0.054
C 2.384 4.788 2.017 0.687
C -1.601 -3.878 -1.433 -0.090
C 0.654 4.546 0.145 -0.121
H 1.819 -2.605 -3.262 0.271
C 0.544 0.009 1.063 0.186
H -0.130 -1.781 -1.086 0.422
H 1.166 0.060 -2.061 0.263
H -4.467 -5.134 0.874 0.249
C 2.245 1.484 0.709 -0.005
O -1.725 4.383 0.318 -0.650
H 4.268 5.748 1.713 0.227
C -3.651 -4.785 0.246 -0.184
```

Output
Total charge = 0
HOMO level = -8.148 eV
Lowest unoccupied orbital energy = -1.26 eV
Kohn-Sham gap = 6.9 eV
SMILES string = O=C1C[C@H](NC(=O)c2cc([N+](=O)[O-])ccc2C(=O)O)C(=O)N1.CNC(=O)[C@H](Cc1c[nH]c2ccccc12)NC(C)=O

[2]
This record from the Open Molecules 2025 dataset describes C20H14AsN3NiO6S4 as an isolated structure in a non-equilibrium geometry. The level of theory is ωB97M-V/def2-TZVPD.

```
49
Properties=species:S:1:pos:R:3:nbo_charge:R:1
C 8.876 9.582 10.767 0.165
C 5.228 12.972 6.900 -0.306
C 9.207 9.914 12.147 -0.177
C 9.617 8.572 10.141 -0.293
C 6.679 11.066 6.719 -0.260
H 10.378 13.355 10.730 0.173
H 9.368 18.133 7.808 0.230
C 5.769 11.926 6.116 -0.197
H 11.509 7.519 10.133 0.232
N 11.474 16.849 7.748 0.508
H 5.152 13.848 8.862 0.250
C 10.286 15.204 9.169 -0.039
C 10.281 9.326 12.779 -0.202
H 11.248 14.666 9.311 0.239
O 12.798 6.847 11.828 -0.622
C 7.890 15.767 9.855 0.481
C 6.927 11.176 8.056 0.132
H 7.275 10.425 6.132 0.200
S 4.087 13.921 11.273 -0.617
C 10.805 8.153 10.704 -0.136
C 12.275 7.717 12.500 0.787
C 9.165 17.243 8.310 -0.139
C 10.279 16.388 8.348 -0.099
H 9.312 8.153 9.199 0.201
N 6.392 12.189 8.781 -0.549
S 6.404 13.278 13.817 -0.329
C 7.775 10.238 8.831 -0.055
H 5.612 11.923 5.070 0.194
H 7.993 9.298 8.325 0.152
N 7.917 10.374 10.114 -0.606
O 12.567 16.324 8.081 -0.448
O 6.861 15.353 10.400 -0.555
C 9.168 14.909 9.941 -0.302
As 8.318 14.459 13.059 0.842
O 11.443 17.851 7.012 -0.449
C 9.341 13.765 10.715 0.396
C 8.039 16.961 9.107 -0.323
H 8.741 10.718 12.615 0.224
S 9.686 14.021 14.529 -0.788
C 11.135 8.507 12.007 -0.282
Ni 6.941 11.979 10.587 0.789
O 12.727 8.020 13.781 -0.718
S 5.424 12.770 12.090 -0.103
O 8.468 13.213 11.530 -0.783
H 4.587 13.766 6.443 0.202
H 7.358 17.790 9.220 0.217
C 5.587 13.078 8.272 0.076
H 10.497 9.540 13.820 0.194
H 12.248 8.749 14.238 0.490
```

Output
Total charge = -2
Energy above the lowest of the compared OMol25 structures with the same formula, charge and spin = 0.0 kJ/mol
HOMO level (alpha / beta) = -0.883 / -1.076 eV
Lowest unoccupied orbital energy (alpha / beta) = 3.36 / 3.36 eV
Kohn-Sham gap (alpha / beta) = 4.2 / 4.4 eV
Multiplicity = 3

[3]
This record from the Open Molecules 2025 dataset describes a 2-piece molecular cluster, C3H7NSi overall in a non-equilibrium geometry. The level of theory is ωB97M-V/def2-TZVPD.

```
12
Properties=species:S:1:pos:R:3:nbo_charge:R:1
C -0.007 -1.623 -0.410 -0.356
C -0.551 1.387 -0.445 -1.062
H 0.459 1.841 -0.175 0.267
Si -0.811 -0.232 0.498 1.041
H -0.714 1.297 -1.509 0.245
H -0.411 -0.526 1.931 -0.094
H -0.202 -2.690 -0.117 0.203
H -1.271 2.019 -0.148 0.229
H 0.562 -1.468 -1.307 0.206
N 3.016 0.457 1.079 -0.513
C 2.125 -0.025 0.537 0.013
H -2.195 -0.437 0.066 -0.179
```

Output
Total charge = 0
Energy above the lowest of the compared OMol25 structures with the same formula, charge and spin = 489.1 kJ/mol
HOMO level (alpha / beta) = -10.632 / -9.873 eV
Lowest unoccupied orbital energy (alpha / beta) = -2.50 / -3.25 eV
Kohn-Sham gap (alpha / beta) = 8.1 / 6.6 eV

[4]
This record from the Open Molecules 2025 dataset describes one molecule with the formula C10H21N3O4 in a non-equilibrium geometry. The level of theory is ωB97M-V/def2-TZVPD.

```
38
Properties=species:S:1:pos:R:3:nbo_charge:R:1
O -3.368 -0.804 2.276 -0.594
H -0.507 -0.331 -0.055 0.466
H 1.321 3.404 0.792 0.395
H -1.371 -1.875 2.637 0.512
N 1.976 2.823 0.112 -0.841
H 1.322 1.071 -0.874 0.190
C -3.213 -0.121 -0.617 0.101
H -0.014 -2.394 0.094 0.392
O -1.215 -1.186 1.943 -0.696
H 2.151 1.046 1.992 0.216
C -2.302 0.412 0.484 -0.196
H 1.877 3.158 -0.890 0.358
C -2.360 -0.578 1.633 0.789
H 2.565 -3.117 -1.039 0.176
C 3.185 -0.094 0.588 -0.400
C 3.173 -1.155 -0.510 -0.408
H 1.205 -0.194 1.327 0.209
H 0.429 -1.976 -1.560 0.376
H 3.727 -0.545 1.470 0.200
C 2.103 -2.283 -0.255 -0.217
H -3.855 1.953 -1.268 0.231
H 3.800 0.747 0.223 0.219
H 4.132 -1.620 -0.691 0.216
N 0.692 -1.827 -0.515 -0.904
H -2.729 1.378 0.782 0.272
H -4.148 -0.557 -0.162 0.218
O -2.630 -1.249 -1.382 -0.727
H -2.511 1.340 -1.963 0.207
C -0.279 1.705 0.292 0.687
C 1.278 1.513 0.074 -0.136
O -0.725 2.798 0.689 -0.652
C 1.911 0.518 1.051 -0.405
H -1.992 -0.787 -2.022 0.462
C -3.461 0.997 -1.627 -0.656
H 2.074 -2.789 0.804 0.198
H 2.805 -0.651 -1.426 0.192
N -1.003 0.598 0.100 -0.677
H -4.043 0.673 -2.508 0.228
```

Output
Total charge = 0
Energy above the lowest of the compared OMol25 structures with the same formula, charge and spin = 170.2 kJ/mol
HOMO level = -9.437 eV
Lowest unoccupied orbital energy = 0.35 eV
Kohn-Sham gap = 9.8 eV
SMILES string = C[C@@H](O)[C@H](NC(=O)[C@@H](N)CCCCN)C(=O)O

[5]
This record from the Open Molecules 2025 dataset describes a 7-piece molecular cluster, C19H25Cl4F3O15 overall in a non-equilibrium geometry. The level of theory is ωB97M-V/def2-TZVPD.

```
66
Properties=species:S:1:pos:R:3:nbo_charge:R:1
O -13.562 19.054 8.788 -0.584
C -7.616 17.848 9.862 -0.421
H -11.649 15.120 10.824 0.223
H -10.976 16.203 9.714 0.217
H -10.424 23.209 12.912 0.185
O -8.860 21.887 12.204 -0.487
H -10.420 18.440 11.185 0.203
F -11.043 21.406 12.667 -0.336
Cl -4.980 19.302 8.052 -0.044
F -11.041 20.338 16.554 -0.323
C -8.888 14.301 6.884 0.443
C -5.924 20.796 7.908 -0.419
O -11.869 19.337 10.362 -0.488
H -9.870 15.916 7.925 0.211
F -8.485 13.371 7.757 -0.316
H -7.942 18.137 10.862 0.235
O -9.401 13.724 5.646 -0.522
H -5.047 16.670 11.862 0.225
H -3.594 19.161 14.493 0.193
C -10.201 22.375 12.247 0.439
O -9.447 21.833 10.205 -0.486
H -9.158 21.424 15.523 0.207
Cl -6.644 21.122 6.342 0.001
H -8.204 15.083 6.555 0.163
O -13.080 17.484 10.322 -0.490
C -11.464 18.551 11.477 -0.095
H -6.736 20.584 8.604 0.242
C -3.649 18.145 14.102 -0.103
H -10.534 14.318 8.281 0.201
O -10.347 18.853 15.208 -0.509
C -12.129 17.204 11.318 0.057
C -9.302 18.734 14.312 0.985
C -10.400 22.672 10.808 -0.134
O -8.503 19.706 14.560 -0.463
O -10.950 15.100 6.362 -0.482
O -9.093 17.835 13.483 -0.591
C -12.856 18.702 9.734 0.969
O -7.406 20.893 10.818 -0.613
C -4.628 17.653 11.645 -0.631
H -5.395 21.633 8.363 0.226
H -10.009 23.660 10.565 0.203
H -11.458 22.539 10.585 0.240
H -4.688 17.972 14.385 0.184
C -8.814 20.406 15.705 -0.126
C -10.612 14.369 5.331 0.979
H -5.394 18.409 11.820 0.216
H -6.596 18.137 9.609 0.248
H -10.255 16.054 11.315 0.229
H -12.460 17.072 12.348 0.195
C -10.120 14.948 7.493 -0.127
O -1.361 15.521 13.829 -0.580
C -3.435 18.050 12.580 0.080
H -11.632 18.914 12.491 0.196
O -2.488 17.069 12.464 -0.486
H -4.203 17.633 10.642 0.229
H -7.937 20.454 16.351 0.204
O -2.677 17.245 14.615 -0.492
C -9.972 19.581 16.348 0.447
O -11.271 14.216 4.343 -0.558
C -2.099 16.511 13.619 0.980
C -8.461 21.474 11.085 0.996
H -9.751 19.060 17.279 0.171
Cl -7.622 16.095 9.687 -0.045
H -2.958 18.951 12.194 0.183
Cl -8.913 18.486 8.899 -0.014
C -11.201 16.113 10.777 -0.644
```

Output
Total charge = 0
Energy above the lowest of the compared OMol25 structures with the same formula, charge and spin = 0.0 kJ/mol
HOMO level = -10.860 eV
Lowest unoccupied orbital energy = -0.23 eV
Kohn-Sham gap = 10.6 eV
SMILES string = O=C1OC[C@@H](F)O1.O=C1OC[C@@H](F)O1.O=C1OC[C@@H](F)O1.C[C@H]1COC(=O)O1.C[C@H]1COC(=O)O1.ClCCl.ClCCl

[6]
This record from the Open Molecules 2025 dataset describes C16H36N5O8 as an isolated structure in a non-equilibrium geometry. The level of theory is ωB97M-V/def2-TZVPD.

```
65
Properties=species:S:1:pos:R:3:nbo_charge:R:1
C 2.814 -1.607 -0.276 -0.720
H -1.536 2.316 1.320 0.232
H 1.996 4.278 -0.529 0.215
N -1.939 -1.691 -0.634 -0.681
O 1.317 0.628 0.181 -0.691
H 0.241 -1.685 0.139 0.391
H 3.772 -1.655 0.242 0.233
C 0.364 -1.190 2.780 -0.432
C -1.142 3.166 1.877 -0.719
C -2.181 2.296 -2.439 -0.710
H -0.648 -1.194 -4.081 0.205
H -1.003 -3.240 1.570 0.182
H -1.050 -1.215 -0.577 0.390
H 2.318 -0.643 -0.158 0.208
C -2.235 -0.863 1.653 -0.716
H -3.007 -0.765 2.416 0.238
H 0.073 -1.758 -2.655 0.221
N 1.575 -0.569 2.214 -0.638
H 0.710 4.760 -1.604 0.196
O 2.475 -3.824 0.454 -0.696
H 0.978 -0.702 -3.698 0.212
O -3.919 -1.893 0.370 -0.695
H -0.476 -0.742 2.250 0.194
H 4.192 1.208 2.282 0.231
H 1.093 1.550 0.328 0.531
C 1.110 3.912 -1.048 -0.427
H -1.312 -1.239 2.093 0.209
H -0.218 2.422 -0.431 0.418
O 0.442 4.828 1.347 -0.647
C 1.944 -2.763 0.200 0.660
C -0.119 3.816 1.003 0.660
H -2.028 0.168 1.369 0.227
H -0.992 -3.913 0.093 0.204
H 0.372 -2.245 2.508 0.230
C 3.708 0.370 1.781 -0.712
H -0.698 2.699 2.756 0.239
O -0.866 1.115 -0.155 -0.711
N -0.751 0.250 -2.572 -0.674
C -0.010 -0.858 -3.264 -0.438
O 2.648 0.187 4.026 -0.690
N 0.638 -2.581 0.383 -0.675
H 2.953 -1.614 -1.357 0.217
O -0.895 1.634 -4.382 -0.652
H -1.691 3.260 -2.308 0.232
C 2.582 0.039 2.777 0.667
H 1.530 -0.407 1.218 0.417
H 1.422 3.245 -1.852 0.203
H -2.373 1.837 -1.469 0.234
H -1.972 3.821 2.142 0.237
C -2.726 -1.560 0.434 0.656
H -1.051 0.030 -1.633 0.425
O -0.159 -0.938 -0.263 -0.615
H -3.115 2.454 -2.978 0.235
H 0.282 -1.188 3.867 0.230
C 0.053 0.272 -0.112 1.050
H -3.522 -2.152 -2.021 0.218
C -2.434 -2.135 -1.963 -0.436
C -0.275 -3.651 0.871 -0.446
N 0.144 3.336 -0.201 -0.663
H -2.104 -1.346 -2.639 0.194
C -1.219 1.369 -3.211 0.682
H 0.278 -4.510 1.252 0.224
H 4.482 -0.397 1.793 0.236
H 3.268 0.595 0.809 0.214
H -2.110 -3.123 -2.292 0.185
```

Output
Total charge = -1
Energy above the lowest of the compared OMol25 structures with the same formula, charge and spin = 1209.4 kJ/mol
HOMO level = -5.976 eV
Lowest unoccupied orbital energy = 2.67 eV
Kohn-Sham gap = 8.6 eV

[7]
This record from the Open Molecules 2025 dataset describes C28H12BrCl3F5N2O3Re as an isolated structure. The level of theory is ωB97M-V/def2-TZVPD.

```
55
Properties=species:S:1:pos:R:3:nbo_charge:R:1
C -1.259 -2.150 -3.394 -0.084
C -1.538 3.397 -2.916 -0.065
H 3.493 -0.302 5.209 0.245
C -2.049 3.141 -1.624 -0.091
Re 0.345 -0.028 -0.061 1.712
C 1.353 -0.075 5.260 -0.129
H -1.485 -3.327 -5.159 0.257
C -2.735 -2.959 2.464 0.279
C 0.954 -1.871 -2.654 -0.100
O 0.397 -1.621 1.060 -0.711
C -1.877 -2.258 1.632 0.257
F -2.420 -1.496 0.667 -0.298
C -2.226 -3.748 3.476 0.275
C 2.724 0.169 3.281 -0.210
C 0.575 -3.153 -4.583 -0.041
Cl -2.950 -1.843 -3.229 0.056
H -0.731 0.275 5.029 0.236
F -0.350 -4.571 4.626 -0.273
F -4.049 -2.863 2.281 -0.277
C -0.801 0.971 2.465 0.248
O -0.830 -0.868 -1.428 -0.714
C -0.379 2.800 -3.324 -0.255
H -1.601 1.404 3.061 0.213
Br 1.242 -0.455 7.099 0.114
C 0.236 0.229 4.545 -0.156
H -3.801 4.404 -1.722 0.237
F -3.043 -4.423 4.277 -0.271
C -1.334 2.255 -0.814 0.225
C 0.282 1.926 -2.451 0.115
H -3.269 2.294 1.969 0.232
C -3.233 3.721 -1.104 -0.161
C -3.644 3.412 0.160 -0.175
C -2.910 2.515 0.972 -0.175
N -0.169 1.661 -1.240 -0.490
C 0.330 0.464 3.149 -0.233
O 1.736 0.604 1.198 -0.687
C 2.608 -0.087 4.624 -0.146
N -0.889 1.055 1.167 -0.510
F 1.303 -3.174 3.026 -0.286
H 3.687 0.157 2.788 0.239
H 0.033 2.973 -4.307 0.250
Cl 1.150 -4.117 -5.900 0.049
H -2.077 4.065 -3.577 0.240
C -0.856 -3.823 3.649 0.283
H 1.201 1.435 -2.748 0.221
C -1.782 1.934 0.483 0.098
C -0.014 -3.112 2.817 0.289
C -0.787 -2.915 -4.443 -0.213
Cl 2.036 -1.124 -1.458 0.178
H -4.544 3.858 0.560 0.241
C -0.501 -2.313 1.790 0.224
C 1.479 -2.625 -3.685 -0.233
H 2.541 -2.797 -3.786 0.256
C 1.587 0.400 2.505 0.399
C -0.388 -1.608 -2.448 0.317
```

Output
Total charge = +1
Energy above the lowest of the compared OMol25 structures with the same formula, charge and spin = 7.9 kJ/mol
HOMO level (alpha / beta) = -10.789 / -11.249 eV
Lowest unoccupied orbital energy (alpha / beta) = -4.28 / -4.60 eV
Kohn-Sham gap (alpha / beta) = 6.5 / 6.7 eV
Multiplicity = 4

| no. | E (a.u.) |
| --- | --- |
| 1 | -2012.1131 |
| 2 | -6723.0485 |
| 3 | -462.5509 |
| 4 | -858.8461 |
| 5 | -4007.9241 |
| 6 | -1506.6825 |
| 7 | -5941.4532 |